one.
Entry from OMol25: a structure of composition C18H21N3O2S (ωB97M-V/def2-TZVPD).

The geometry in XYZ format:
```
45
Properties=species:S:1:pos:R:3:nbo_charge:R:1
H -1.06 -0.77 4.26 0.1662
C 1.69 -1.26 -3.16 -0.0878
H 2.35 -0.36 -1.37 0.1702
H -0.44 -0.02 2.86 0.1845
H 1.62 1.46 -3.49 0.2273
H 3.16 0.93 -3.15 0.1819
N 0.41 3.28 1.23 -0.4874
C 1.69 -2.70 -4.93 -0.2443
H -0.39 0.31 -2.38 0.2586
H -3.83 -0.38 3.31 0.2078
H 1.78 -2.61 -6.05 0.2321
N -0.54 1.43 0.34 -0.4982
H -3.90 1.12 1.23 0.2058
C 2.59 2.26 -1.74 0.5487
C 1.68 -3.64 -3.97 -0.4432
C -3.08 0.87 1.56 -0.4787
C 1.94 -1.44 -4.42 -0.3002
H -0.04 -2.70 3.97 0.1664
C -2.38 1.76 2.57 0.6758
C -0.55 2.37 1.09 0.5736
H 1.37 -4.59 -4.10 0.2315
C -1.01 -0.89 3.37 -0.3556
S 1.28 -2.98 -2.56 0.4097
H -2.31 -2.67 2.95 0.2333
H -1.15 3.36 2.78 0.4370
C 1.87 -0.20 -2.06 -0.1658
O 3.40 3.27 -1.77 -0.5473
O -2.75 2.00 3.68 -0.6035
C -2.23 -1.59 2.60 -0.3916
C 0.51 0.14 -1.56 -0.4577
H 1.00 -1.56 3.87 0.1752
C 0.25 -1.95 3.54 -0.5024
H 1.82 -0.53 -4.99 0.2219
H -3.90 -1.26 2.01 0.1933
H 0.02 -0.68 -0.97 0.2449
H 0.66 -2.29 2.42 0.1453
H 1.99 4.16 0.15 0.1730
C 1.34 2.21 -0.84 -0.2440
C 2.42 1.17 -2.74 -0.4303
H -1.75 -1.87 1.47 0.1692
H -2.39 0.32 0.91 0.2527
C 1.31 3.52 0.17 0.2445
C -3.35 -0.60 2.41 -0.3914
N -1.49 2.49 2.10 -0.5872
C 0.38 1.11 -0.62 0.2862
```

Properties
frontier orbital gap: 8.324 eV



two.
Entry from OMol25: a structure of composition C18H21N3O2S (ωB97M-V/def2-TZVPD).

The geometry in XYZ format:
```
45
Properties=species:S:1:pos:R:3:nbo_charge:R:1
H -2.05 -3.32 -0.23 0.2169
C -4.26 1.69 -0.62 -0.1957
H 0.24 -1.40 2.14 0.1966
H -5.29 1.52 -0.54 0.2166
C -1.60 -2.93 0.52 -0.1622
H 3.15 -1.10 1.94 0.1991
H -2.10 2.23 2.09 0.2091
H -1.55 -3.52 1.59 0.1876
C 2.17 -1.76 -2.13 -0.6673
C 0.46 -1.71 1.26 0.0309
N -0.39 -2.31 0.35 -0.1661
H 4.65 1.18 1.70 0.1508
C -2.44 2.09 1.18 -0.2688
C -0.16 1.70 0.24 -0.0418
C -1.02 1.04 -2.19 -0.2255
C 0.21 0.92 -1.82 -0.1633
N 0.18 -2.46 -0.93 -0.2881
C -2.60 -1.66 1.02 -0.5905
O 3.20 0.98 -1.41 -0.9168
C 0.71 1.42 -0.56 -0.3407
H 3.80 -0.92 0.16 0.2156
H 0.32 2.22 1.32 0.1879
H -2.76 -1.10 0.01 0.2102
H 1.05 0.68 -2.62 0.2307
H 3.60 2.42 1.89 0.2741
H -3.77 0.84 -2.47 0.1923
C 1.31 -1.87 -1.04 0.1101
C -3.84 1.97 1.05 -0.0540
H 2.86 -2.66 -2.14 0.2423
C 2.94 -0.72 0.64 -0.2533
H -4.51 2.07 1.63 0.1363
O 2.80 3.09 -0.14 -0.9335
C 1.65 -1.33 0.20 -0.1626
H -3.44 -2.12 1.23 0.1916
H 1.64 -2.36 -3.13 0.2363
S 2.53 1.43 -0.34 2.2074
C -1.62 1.73 0.28 -0.0244
H -1.42 0.67 -3.17 0.2285
C -1.97 1.04 -1.15 -0.0352
H 3.57 0.96 3.19 0.1042
N 2.68 0.68 1.16 -0.6271
C 3.77 1.30 1.74 -0.3200
H 2.78 -0.93 -2.24 0.2595
H -2.16 -0.90 1.70 0.2145
C -3.30 1.20 -1.38 -0.2120
```

Properties
frontier orbital gap: 7.890 eV



Bottom line: one, by a margin of 0.1296 hartree.



one.
Entry from OMol25: a cluster of 3 separate species, C8H18O in total (ωB97M-V/def2-TZVPD).

The geometry in XYZ format:
```
27
Properties=species:S:1:pos:R:3:nbo_charge:R:1
H -0.86 1.60 -1.31 0.2096
C 0.41 -0.82 -1.97 -0.6741
C 2.25 0.42 0.14 0.0909
H 0.03 2.32 0.04 0.2430
H -2.00 -2.13 -0.49 0.1689
H -3.94 -1.39 1.11 0.2047
O 2.39 1.66 -0.51 -0.7322
H -2.38 -1.47 1.92 0.1981
H -0.31 0.08 1.33 0.2074
H -3.03 0.09 1.40 0.1964
H 2.49 -0.40 2.09 0.2139
H 2.85 -0.35 -0.35 0.1334
C -0.71 1.57 -0.24 -0.6745
H 1.45 -0.91 -2.30 0.2194
C -0.29 0.22 0.25 -0.0825
H 3.59 0.96 1.76 0.2159
C -2.21 -1.11 -0.20 -0.4228
H -2.62 -0.53 -1.02 0.1685
H -1.64 1.87 0.25 0.2215
H -0.10 -1.70 -2.36 0.2303
H -0.01 0.06 -2.46 0.2125
C 2.57 0.57 1.60 -0.6803
H 1.88 1.26 2.08 0.2053
H 0.53 -1.69 0.04 0.2078
C 0.31 -0.76 -0.48 -0.0942
H 2.25 1.53 -1.45 0.4715
C -2.92 -0.96 1.12 -0.6582
```

Properties
frontier orbital gap (alpha / beta): 6.959 / 7.145 eV



two.
Entry from OMol25: an isolated molecule of C8H18O (ωB97M-V/def2-TZVPD).

The geometry in XYZ format:
```
27
Properties=species:S:1:pos:R:3:nbo_charge:R:1
H 1.48 -1.86 1.68 0.2104
H -2.07 -1.06 0.17 0.2156
H -0.06 -2.27 0.95 0.2099
C 1.82 0.62 0.83 -0.6283
H -0.73 -0.35 -3.18 0.4578
H -1.28 -0.28 2.03 0.2037
C 0.54 0.20 -1.68 -0.0736
H 2.53 0.27 0.09 0.2077
C 0.50 -0.17 0.78 0.0060
C -1.12 1.57 -0.43 -0.6285
H -0.40 2.33 -0.13 0.2060
H 1.20 1.06 -1.64 0.1954
H 2.29 0.48 1.81 0.2128
C 0.83 -1.66 0.83 -0.6251
C -0.47 0.20 -0.57 -0.0358
H 1.65 1.68 0.69 0.2094
H 1.36 -1.99 -0.06 0.2031
O -0.22 0.44 -2.97 -0.7528
H -1.94 1.55 0.28 0.2091
H 1.07 -0.75 -1.78 0.1770
C -0.30 0.19 2.03 -0.6205
H 0.23 -0.16 2.92 0.2057
H -0.43 1.26 2.13 0.2099
H -2.28 -0.51 -1.49 0.2170
C -1.55 -0.86 -0.77 -0.6328
H -1.52 1.86 -1.41 0.2339
H -1.13 -1.80 -1.13 0.2069
```

Properties
frontier orbital gap: 10.531 eV



Bottom line: two, by a margin of 0.1901 hartree.



one.
Entry from OMol25: a structure of composition C39H51BN6O3P2Ti (ωB97M-V/def2-TZVPD).

The geometry in XYZ format:
```
103
Properties=species:S:1:pos:R:3:lowdin_charge:R:1
N -1.71 -1.49 1.90 0.0378
H -3.40 2.76 4.30 0.0820
H -0.16 4.00 -0.90 0.0564
C -3.38 1.87 3.67 -0.0125
H 3.98 1.52 -0.72 0.0269
H 4.65 -1.14 3.36 0.0372
H 4.55 -5.40 0.60 0.1023
H -0.88 -4.33 3.18 0.1038
H 3.71 2.31 2.27 0.0080
C -1.43 2.43 -1.74 -0.4798
C 3.63 -1.35 3.05 -0.2840
C 4.27 -0.17 0.58 -0.4033
H -4.30 1.84 3.08 0.0779
C -0.73 3.79 -1.79 -0.0464
H -4.27 -1.51 -6.38 0.1014
H -4.11 -2.61 3.05 0.0766
H -1.48 4.58 -1.90 0.0815
H 2.83 -6.45 2.05 0.1027
C -3.13 -0.76 -1.98 -0.1909
C -4.47 -0.80 -1.55 0.0356
C 1.45 -4.82 1.84 -0.0276
H -3.12 -3.45 4.25 0.0819
B -2.64 -0.30 1.60 -0.5032
H 4.22 5.23 0.75 0.1049
H 3.50 -2.00 -2.12 0.0223
H -1.92 -1.43 -7.19 0.1005
H 1.98 -2.03 0.05 0.0414
C 3.36 -3.65 0.23 -0.0986
H 5.18 0.33 0.95 0.0776
C -2.22 2.30 -3.05 -0.0394
C 3.32 4.66 0.95 -0.0857
C 2.99 3.56 0.18 -0.0984
C 2.17 -2.99 0.48 -0.0714
C -1.98 -2.50 2.74 -0.2567
C 3.62 -4.89 0.79 -0.0851
O 0.11 -1.70 -1.45 -0.4862
N -0.54 -1.71 1.23 0.0751
C -2.73 -0.97 -3.40 -0.1501
H -2.67 3.26 -3.29 0.0805
H 3.37 1.51 -3.28 0.0483
H 4.11 -3.20 -0.40 0.0878
C 1.33 4.30 2.25 -0.0278
H 4.51 -1.23 0.48 0.0479
C 3.93 0.43 -0.80 -0.3869
H 1.95 -1.95 -2.96 0.0362
C -0.27 2.46 1.78 -0.2013
O -0.76 -2.70 -1.37 -0.0939
C -2.17 1.93 2.78 -0.2586
C -0.97 -3.41 2.62 0.0290
O -0.51 1.36 -1.53 -0.3558
H -2.15 2.46 -0.92 0.1292
H -1.54 2.01 -3.86 0.0889
N -0.71 1.32 1.21 0.0675
H 3.60 -2.32 2.57 0.0129
H 2.99 -1.39 3.94 0.0390
C 2.48 5.02 1.99 -0.0760
C -0.08 -2.89 1.67 -0.2021
N -2.35 -0.50 -0.92 0.0318
N -1.86 1.00 1.86 0.0398
C 2.65 -5.48 1.60 -0.0783
H 4.73 1.17 3.18 0.0352
H 1.96 2.32 -2.54 0.0232
H -6.53 -0.55 0.17 0.0831
H 2.72 5.88 2.61 0.1043
H 4.69 0.11 -1.52 0.0781
H -1.14 3.75 3.38 0.1053
H -0.62 -0.70 -3.20 0.0697
H -5.60 -1.31 1.46 0.0771
C 1.84 2.83 0.44 -0.0906
Ti -0.37 -0.12 -0.48 0.8835
C -3.46 -1.35 -5.68 -0.0803
C -3.74 -1.20 -4.34 -0.0310
H -0.10 -1.03 -5.56 0.1038
C 2.81 -1.36 -2.68 -0.2403
H 1.72 1.06 -3.75 0.0446
H -3.36 0.99 4.31 0.0789
C 2.35 1.38 -2.92 -0.2524
C -4.45 -0.57 -0.20 -0.2504
H 0.72 -5.31 2.46 0.0984
C 0.98 3.19 1.47 -0.1614
H -4.77 -1.27 -4.02 0.0968
C -3.18 -2.56 3.63 -0.0129
P 2.28 0.07 -1.64 0.8959
C -2.15 -1.30 -6.14 -0.0882
C -1.13 -1.07 -5.22 -0.0670
P 3.00 -0.03 1.92 0.8806
H 0.70 4.60 3.08 0.1013
H 1.56 1.99 -0.18 0.0344
C -1.19 2.88 2.75 0.0303
C -5.61 -0.49 0.74 -0.0100
H -5.35 -0.97 -2.15 0.1060
H 3.32 -0.99 -3.57 0.0450
H -3.01 1.57 -2.98 0.0605
C 1.19 -3.56 1.29 -0.1379
H -5.61 0.45 1.29 0.0785
H 3.10 1.57 3.75 0.0410
H 3.64 3.28 -0.65 0.0932
H -3.25 -1.68 4.28 0.0772
C 3.71 1.40 2.86 -0.2887
H -0.06 3.83 -2.66 0.0845
N -3.17 -0.41 0.16 0.0566
C -1.42 -0.90 -3.88 -0.0365
H -3.57 -0.34 2.34 0.1079
```

Properties
⟨S²⟩: 2.006
2S+1: 3
frontier orbital gap (alpha / beta): 7.785 / 8.204 eV



two.
Entry from OMol25: a structure of composition C39H51BN6O3P2Ti (ωB97M-V/def2-TZVPD).

The geometry in XYZ format:
```
103
Properties=species:S:1:pos:R:3:lowdin_charge:R:1
H 2.03 2.33 -2.46 0.0155
C 1.32 4.32 2.26 -0.0320
H 0.74 4.54 3.15 0.1003
H 2.89 -6.38 1.95 0.1029
H -5.37 -0.98 -2.12 0.1059
Ti -0.36 -0.11 -0.49 0.9021
H -4.25 -1.69 -6.34 0.1010
H 4.03 5.49 0.61 0.1031
N -1.70 -1.47 1.91 0.0393
C 2.16 -2.91 0.46 -0.0946
O 0.11 -1.72 -1.46 -0.4819
C -3.45 -1.48 -5.65 -0.0798
H 1.77 1.11 -3.69 0.0467
H -3.12 -3.43 4.26 0.0819
H 3.42 3.61 -0.87 0.0975
H -1.91 -1.55 -7.15 0.1003
H -2.10 2.50 -0.95 0.1292
C -0.95 -3.38 2.65 0.0307
N -2.36 -0.49 -0.91 0.0377
H 4.46 -1.36 0.46 0.0422
H -3.38 2.74 4.33 0.0820
C -2.16 1.93 2.80 -0.2589
C -3.18 -2.54 3.64 -0.0124
H -0.85 -4.30 3.21 0.1048
C 3.35 -3.55 0.17 -0.1044
C 3.97 0.36 -0.76 -0.3890
C 3.49 -1.54 3.00 -0.2778
H -1.12 3.75 3.41 0.1055
H 3.72 2.17 2.34 0.0186
H -3.56 -0.32 2.35 0.1066
H 5.19 0.14 1.00 0.0786
C -1.14 -1.10 -5.19 -0.0660
C -3.37 1.86 3.68 -0.0124
C -1.38 2.47 -1.77 -0.4840
H -1.46 2.04 -3.88 0.0886
N -0.54 -1.68 1.24 0.0774
H 4.08 -3.08 -0.48 0.0842
H 2.67 5.94 2.63 0.1036
H -3.35 0.98 4.31 0.0779
C 3.69 1.24 2.91 -0.2937
H 4.73 0.04 -1.47 0.0789
H -3.26 -1.67 4.29 0.0765
N -3.18 -0.39 0.17 0.0554
C 2.41 1.39 -2.86 -0.2556
H -2.95 1.60 -3.03 0.0634
H 4.52 -1.41 3.34 0.0411
O -0.48 1.38 -1.55 -0.3609
C -3.74 -1.28 -4.31 -0.0308
C 4.27 -0.30 0.60 -0.4089
C 3.63 -4.80 0.70 -0.0794
C 1.75 2.99 0.33 -0.0875
H 3.50 -2.04 -2.08 0.0191
H -4.10 -2.61 3.06 0.0767
C -4.49 -0.79 -1.53 0.0365
H 3.41 -2.50 2.48 0.0105
C -1.17 2.88 2.78 0.0279
C -0.63 3.79 -1.78 -0.0447
H -2.58 3.30 -3.33 0.0805
H 4.70 0.99 3.25 0.0335
H 0.79 -5.27 2.44 0.0999
H -5.60 0.48 1.32 0.0784
H 1.46 2.19 -0.33 0.0432
H 4.06 1.44 -0.65 0.0479
H -0.11 -1.04 -5.52 0.1038
H -5.58 -1.28 1.51 0.0761
C 1.50 -4.76 1.81 -0.0268
B -2.63 -0.28 1.61 -0.5027
H -6.54 -0.54 0.22 0.0831
C 3.18 4.86 0.85 -0.0857
H -1.35 4.61 -1.90 0.0835
C 2.42 5.11 1.98 -0.0774
H 1.96 -1.94 0.05 0.0293
N -0.70 1.34 1.22 0.0716
O -0.75 -2.71 -1.40 -0.0965
H 1.96 -1.95 -2.95 0.0376
H 0.06 3.82 -2.63 0.0872
C -1.43 -0.90 -3.85 -0.0406
C 0.96 3.25 1.44 -0.1610
C 2.84 3.80 0.03 -0.0875
H -4.29 1.85 3.10 0.0779
H -0.07 3.97 -0.87 0.0539
C -1.98 -2.48 2.76 -0.2551
C 2.69 -5.41 1.53 -0.0758
N -1.85 1.02 1.87 0.0387
C -5.61 -0.47 0.77 -0.0101
H 2.83 -1.58 3.87 0.0415
H 3.38 -1.02 -3.53 0.0470
H -4.77 -1.37 -3.99 0.0966
C -0.07 -2.85 1.69 -0.2065
P 2.34 0.05 -1.61 0.8874
C -2.14 -1.39 -6.10 -0.0881
C -4.46 -0.55 -0.18 -0.2511
C 1.21 -3.50 1.29 -0.1437
H 3.06 1.41 3.79 0.0369
H -0.63 -0.66 -3.18 0.0706
C -2.14 2.33 -3.08 -0.0387
H 3.43 1.52 -3.22 0.0490
C -0.27 2.48 1.78 -0.2015
C -2.74 -0.99 -3.38 -0.1496
P 2.97 -0.14 1.92 0.8776
C 2.84 -1.38 -2.65 -0.2381
C -3.15 -0.76 -1.97 -0.1946
H 4.57 -5.30 0.47 0.1033
```

Properties
⟨S²⟩: 2.006
2S+1: 3
frontier orbital gap (alpha / beta): 7.871 / 8.199 eV



Bottom line: two, by a margin of 0.0064 hartree.



one.
Entry from OMol25: a structure of composition C2HCl2NS (ωB97M-V/def2-TZVPD).

The geometry in XYZ format:
```
7
Properties=species:S:1:pos:R:3:nbo_charge:R:1
H -1.42 -1.00 1.28 0.1268
C 0.23 0.14 -0.66 -0.1795
Cl -1.00 0.77 -1.62 0.1469
S -0.63 -1.80 0.53 -0.1441
Cl 1.62 -0.48 -1.52 0.1102
N 0.75 1.52 1.44 -0.2261
C 0.46 0.85 0.56 0.1657
```

Properties
frontier orbital gap: 7.992 eV



two.
Entry from OMol25: a cluster of 2 separate species, C2HCl2NS in total (ωB97M-V/def2-TZVPD).

The geometry in XYZ format:
```
7
Properties=species:S:1:pos:R:3:nbo_charge:R:1
S -1.63 0.85 0.77 -0.1200
N 1.54 -0.75 1.81 -0.1961
C 0.39 -0.15 -0.36 -0.1467
C 1.04 -0.46 0.82 0.1350
Cl 0.93 1.17 -1.30 0.1350
H -2.13 0.89 -0.41 0.1007
Cl -0.14 -1.55 -1.32 0.0921
```

Properties
frontier orbital gap (alpha / beta): 7.575 / 7.572 eV



Bottom line: one, by a margin of 0.0125 hartree.